1.
Density functional theory data (wB97M-V/def2-TZVPD) for a structure of composition C2H5PSi.

Each line ends with the Mulliken charge.
Positions of all 9 atoms, in Å:
C 0.43712 0.04377 0.61822  -0.3431
C -0.17178 0.58352 -0.65362  -0.5914
Si -1.07021 -0.94528 -0.05962  0.3711
P 1.99269 -0.44174 -0.15610  -0.1041
H 0.58656 0.72353 1.47065  0.3547
H 0.27009 1.43944 -1.08625  0.4711
H -1.14156 -2.03313 -0.93238  -0.0852
H -2.12862 -0.44601 0.74461  -0.0833
H 2.62084 0.81926 0.14911  0.0101

Net charge   0
Lowest unoccupied orbital energy (spin up / spin down)   -0.291 / -0.290 eV
Highest occupied orbital energy (spin up / spin down)   -7.97 / -7.97 eV
ΔE to the lowest compared entry with this formula, charge and spin   34.3 kcal per mole

2.
Density functional theory data (wB97M-V/def2-TZVPD) for a cluster of 9 separate species, C32H56N6O7S in total.

Each line ends with the Mulliken charge.
Positions of all 102 atoms, in Å:
C 2.94050 2.75898 -3.41799  -0.3306
C 3.93413 1.75380 -2.78099  -0.2869
O 3.74125 1.97503 -1.37575  -0.3281
C 2.72276 2.83022 -1.14897  0.7498
O 2.39590 3.18590 -0.06841  -0.4981
O 2.20159 3.22475 -2.31172  -0.3080
H 2.29994 2.29772 -4.16790  0.2740
H 3.46929 3.57989 -3.90456  0.2825
H 4.98093 2.00228 -2.95028  0.3374
H 3.73019 0.70699 -3.00477  0.1797
C 0.39723 0.71629 -0.24522  0.1805
C 0.47093 -0.72974 0.11387  0.7879
O -0.84501 -1.01293 0.60639  -0.3894
C -1.67575 -0.12079 0.05789  0.3952
O -2.85454 -0.27010 0.01329  -0.6759
O -1.00814 0.88895 -0.56078  -0.1134
H 1.04721 0.99004 -1.06742  -0.2963
H 0.61536 1.32011 0.63601  0.3184
H 1.23666 -0.89998 0.87266  0.5351
H 0.65726 -1.41687 -0.71569  -1.2673
C -2.89392 2.93609 -2.17380  -0.6199
C -3.46879 1.73890 -2.94646  -0.7607
C -2.36935 0.72596 -3.38598  1.1167
C -1.18294 1.41795 -3.91469  0.1518
N -0.26961 1.96928 -4.33580  -0.5730
H -2.29647 2.64153 -1.31616  -0.5435
H -3.67891 3.66441 -1.97403  0.3551
H -2.25853 3.48041 -2.87985  0.4965
H -3.96906 2.13393 -3.83103  0.4373
H -4.20179 1.17653 -2.36918  0.1360
H -2.78057 0.00670 -4.09028  0.5797
H -2.07921 0.17843 -2.48860  -1.0695
C -6.79258 0.90350 0.41672  -0.9678
C -6.32152 0.87343 1.88257  -0.6513
C -4.88884 1.35965 2.16961  0.4927
C -4.67653 2.76649 1.82755  0.2126
N -4.47197 3.86859 1.57788  -0.4938
H -7.08423 1.93383 0.20046  0.3493
H -7.68319 0.28698 0.31918  0.3622
H -6.01056 0.59331 -0.27321  0.1077
H -6.28897 -0.18309 2.16371  0.3462
H -7.04804 1.38730 2.50962  0.3488
H -4.18830 0.81365 1.53617  -0.4178
H -4.68390 1.20691 3.22683  0.3865
C 2.92230 -2.67357 -1.22460  -0.3936
C 2.82080 -3.81094 -0.20175  0.1705
C 3.42084 -5.11975 -0.68532  -0.7463
C 4.85345 -5.06403 -1.01570  0.1720
N 5.97513 -5.04458 -1.25977  -0.4582
H 2.45100 -1.76028 -0.86173  -0.5536
H 2.47231 -2.83526 -2.20643  0.5643
H 3.96564 -2.43158 -1.44101  0.5089
H 1.78136 -4.00087 0.06264  0.1234
H 3.35180 -3.46106 0.68440  0.1474
H 2.97441 -5.44230 -1.63403  0.2900
H 3.25005 -5.95367 -0.00429  0.4208
C 0.25795 -3.57858 6.03966  -1.3112
C 0.42648 -2.79972 4.73594  -0.4965
C 1.83168 -2.19660 4.58485  0.4063
C 2.90136 -3.19038 4.55437  0.2086
N 3.70177 -4.00845 4.49414  -0.5266
H -0.71975 -4.07355 6.01208  0.3630
H 0.22703 -2.92155 6.90721  0.3229
H 0.94855 -4.41523 6.13752  0.3525
H -0.34058 -2.02909 4.65843  0.3952
H 0.20756 -3.47000 3.90086  0.2687
H 2.05217 -1.55890 5.44553  0.2969
H 1.83631 -1.54850 3.70676  -0.2471
C -0.78299 4.39666 -0.44753  0.0453
C -1.65628 5.37835 0.35903  -0.5580
C -1.07703 6.78468 0.49119  -0.5862
C -0.89953 7.43352 -0.82411  0.2448
N -0.77238 7.98653 -1.82117  -0.4711
H -0.67542 4.70434 -1.49287  0.4541
H -1.24292 3.41074 -0.49519  -0.5554
H 0.23588 4.30103 -0.07339  0.4601
H -1.69856 4.91590 1.34589  0.3724
H -2.66378 5.36869 -0.04914  0.3097
H -0.12074 6.71370 1.00874  0.3053
H -1.73163 7.42968 1.07625  0.3610
C -1.26123 -4.30062 -0.84747  -0.5736
C -1.65939 -4.43746 -2.31943  -0.7083
C -1.87520 -3.08657 -3.00174  -0.4520
C -0.67187 -2.25158 -3.12031  0.3066
N 0.25736 -1.58539 -3.21632  -0.4435
H -0.95411 -5.27873 -0.46963  0.4010
H -2.12775 -3.96952 -0.27674  0.3295
H -0.39274 -3.66120 -0.68591  -0.2293
H -2.59685 -4.98969 -2.37371  0.3296
H -0.89759 -5.00581 -2.85471  0.3260
H -2.70029 -2.54767 -2.52774  0.2202
H -2.29228 -3.23629 -4.00256  0.5233
C 4.58604 -0.37763 0.52905  0.0038
S 4.34721 0.68911 1.99284  0.4026
O 2.91180 0.40345 2.34628  -0.5559
C 5.35407 -0.29336 3.10752  -0.8843
H 5.64401 -0.32646 0.26063  0.5549
H 3.96423 -0.02499 -0.28029  -0.2604
H 4.33398 -1.40281 0.79345  -0.1943
H 5.04912 -1.33589 3.03052  0.1696
H 5.20905 0.09215 4.11642  0.3766
H 6.41824 -0.16960 2.90148  0.3698

Net charge   0
Lowest unoccupied orbital energy   0.244 eV
Highest occupied orbital energy   -9.39 eV

no.,DFT total energy (a.u.),largest force on an atom (eV/Å)
1,-709.87238,4.3
2,-2506.25824,1.3